C10H15BN9PdS | wB97M-V/def2-TZVPD

Summary:
Energy   -39017.844 eV
HOMO-LUMO gap   6.218 eV
LUMO level   2.76 eV
Relative energy (zero: lowest compared OMol25 entry of this formula, charge and spin)   0.0000 eV
Net charge   -1

CARTESIAN COORDINATES (ANGSTROEM)
Pd: 2.094 0.175 -0.024
C: -2.796 -2.769 0.029
C: -1.755 -2.861 -0.908
N: -0.916 -1.843 -0.799
N: -1.384 -1.075 0.199
C: -2.509 -1.610 0.717
B: -0.635 0.222 0.605
N: -0.142 0.138 2.077
C: -0.827 0.034 3.229
C: 0.070 -0.036 4.271
C: 1.319 0.037 3.639
N: 1.184 0.140 2.328
N: -1.547 1.466 0.409
C: -2.719 1.762 1.011
C: -3.172 2.965 0.516
C: -2.174 3.337 -0.400
N: -1.211 2.433 -0.459
H: -3.626 -3.437 0.188
H: -1.578 -3.615 -1.659
H: -3.035 -1.143 1.532
H: 0.274 0.343 -0.200
H: -1.903 0.014 3.246
H: -0.144 -0.124 5.323
H: 2.310 0.019 4.065
H: -3.164 1.110 1.742
H: -4.076 3.486 0.781
H: -2.115 4.217 -1.022
N: 1.593 -0.898 -2.977
N: 2.840 -0.494 -3.479
C: 3.907 -0.086 -2.765
N: 4.993 0.251 -3.553
S: 4.014 0.007 -1.105
H: 1.729 -1.747 -2.435
H: 1.319 -0.213 -2.248
H: 2.830 -0.291 -4.465
H: 5.115 -0.295 -4.393
H: 5.835 0.380 -3.015

Mulliken population analysis, charges in e, atoms 1 to 4: -0.406, -0.881, -0.270, -0.859